<a>
2 unconnected molecules or ions with the total composition C6H8N4O. Source: the OMol25 dataset; level of theory: wB97M-V/def2-TZVPD.

Summary:
Net charge: 0
Multiplicity: 3
E_HOMO (alpha / beta) in eV: -6.11 / -10.06
Frontier orbital gap (alpha / beta) in Ha: 0.2561 / 0.3059

Geometry (Å):
C 2.95 -0.74 0.49
C 1.85 -0.05 1.00
C -1.74 -1.71 0.28
C -0.97 1.57 0.49
C -0.89 1.10 -0.93
C -0.47 0.20 0.13
N 2.53 -1.49 -0.54
N 1.32 -1.24 -0.78
N 0.85 -0.31 0.13
N -0.98 -2.73 -0.14
O -2.93 -1.50 0.42
H 4.02 -0.68 0.78
H 1.81 0.65 1.80
H -0.22 2.33 0.72
H -1.96 1.85 0.99
H -1.94 0.81 -1.32
H -0.31 1.54 -1.67
H -0.04 -2.40 -0.43
H -1.22 -3.49 -0.73

=====

<b>
2 unconnected molecules or ions with the total composition C6H8N4O. Source: the OMol25 dataset; level of theory: wB97M-V/def2-TZVPD.

Summary:
Net charge: 0
Multiplicity: 3
E_HOMO (alpha / beta) in eV: -4.57 / -8.73
Frontier orbital gap (alpha / beta) in Ha: 0.1927 / 0.2353

Geometry (Å):
C 1.40 0.10 1.67
C 1.24 0.58 0.37
C 0.54 -0.84 2.20
C 0.35 -0.09 -0.52
C -0.37 -1.12 0.12
C 0.91 1.18 -2.71
N -0.32 -1.39 1.38
N -2.94 0.34 1.67
N 0.17 0.16 -1.95
N -3.38 -0.67 1.75
O -3.97 -1.65 1.79
H 2.22 0.54 2.23
H 1.59 1.55 0.15
H 0.59 -1.20 3.23
H 1.17 2.01 -2.09
H 1.96 0.76 -2.96
H 0.41 1.58 -3.50
H -0.94 -1.75 -0.45
H -0.64 -0.09 -2.39

=====

Which of them is the most stable? Correct choice: <a>.

=====

<a>
2 unconnected molecules or ions with the total composition C4H15N3O. Source: the OMol25 dataset; level of theory: wB97M-V/def2-TZVPD.

Summary:
Net charge: -1
Multiplicity: 2
E_HOMO (alpha / beta) in eV: 1.16 / -5.05
Frontier orbital gap (alpha / beta) in Ha: 0.0960 / 0.3181

Geometry (Å):
C -0.93 -0.95 0.20
N 0.32 -0.57 -0.45
C 0.56 -1.35 -1.69
N 1.16 -0.44 -2.65
C -1.19 -0.31 1.52
C 0.12 -0.31 2.43
N -1.63 1.09 1.34
H -0.90 -2.04 0.35
H -1.77 -0.82 -0.49
H 0.45 0.41 -0.63
H -0.34 -1.77 -2.12
H 1.32 -2.06 -1.37
H 1.96 -0.72 -3.20
H 0.50 0.00 -3.27
H -1.92 -0.83 2.14
H 0.24 0.72 2.75
H 0.06 -0.97 3.30
H 1.04 -0.55 1.90
H -0.95 1.57 0.76
H -1.85 1.53 2.22
H 1.33 2.85 -0.26
H 1.28 2.33 -1.62
O 1.15 3.18 -1.16

=====

<b>
2 unconnected molecules or ions with the total composition C4H15N3O. Source: the OMol25 dataset; level of theory: wB97M-V/def2-TZVPD.

Summary:
Net charge: -1
Multiplicity: 2
E_HOMO (alpha / beta) in eV: 0.81 / -5.12
Frontier orbital gap (alpha / beta) in Ha: 0.1089 / 0.3227

Geometry (Å):
C -0.01 1.17 0.25
N -0.99 0.45 1.04
C -2.34 0.36 0.48
N -2.48 -0.22 -0.84
C 1.43 0.85 0.64
C 1.75 -0.64 0.61
N 2.29 1.62 -0.28
H -0.17 2.25 0.40
H -0.19 1.02 -0.82
H -0.76 -0.43 1.46
H -2.78 1.35 0.44
H -2.86 -0.29 1.18
H -2.27 0.43 -1.58
H -2.00 -1.11 -0.97
H 1.59 1.29 1.62
H 2.79 -0.80 0.92
H 1.14 -1.19 1.32
H 1.63 -1.03 -0.40
H 2.37 1.21 -1.20
H 3.22 1.66 0.12
H -0.54 -3.23 -1.97
H -0.54 -2.38 -0.73
O -0.29 -2.33 -1.68

=====

Which of them is the most stable? Correct choice: <b>.

=====

<a>
2 unconnected molecules or ions with the total composition C2H9NO. Source: the OMol25 dataset; level of theory: wB97M-V/def2-TZVPD.

Summary:
Net charge: +1
Multiplicity: 2
E_HOMO (alpha / beta) in eV: -15.17 / -15.17
Frontier orbital gap (alpha / beta) in Ha: 0.4095 / 0.1996

Geometry (Å):
C -2.96 -0.96 1.66
H -2.09 -0.32 1.58
H -2.80 -1.98 2.00
H -3.75 -0.59 2.31
H -3.44 -0.92 0.67
N 2.40 1.29 -1.55
C 1.39 0.40 -1.03
O 1.89 -0.42 -0.01
H 3.30 0.92 -1.20
H 2.49 1.46 -2.56
H 1.03 -0.21 -1.87
H 0.55 1.03 -0.66
H 1.99 0.29 0.66

=====

<b>
2 unconnected molecules or ions with the total composition C2H9NO. Source: the OMol25 dataset; level of theory: wB97M-V/def2-TZVPD.

Summary:
Net charge: +1
Multiplicity: 2
E_HOMO (alpha / beta) in eV: -13.31 / -13.31
Frontier orbital gap (alpha / beta) in Ha: 0.3384 / 0.1125

Geometry (Å):
C 4.82 -0.06 -5.01
H 4.60 0.34 -6.03
H 4.39 -1.02 -5.29
H 4.13 0.38 -4.32
H 5.83 0.29 -4.83
N -3.70 0.35 2.57
C -2.82 -0.25 3.58
O -1.90 0.64 3.99
H -4.37 -0.42 2.68
H -3.19 0.33 1.65
H -3.49 -0.61 4.44
H -2.52 -1.30 3.24
H -1.78 1.34 3.34

=====

Which of them is the most stable? Correct choice: <a>.

=====

<a>
8 unconnected molecules or ions with the total composition C26H74N6O8. Source: the OMol25 dataset; level of theory: wB97M-V/def2-TZVPD.

Summary:
Net charge: 0
Multiplicity: 1
E_HOMO in eV: -9.14
SMILES: COC[C@H](C)N.COC[C@H](C)N.COC[C@H](C)N.COC[C@H](C)N.COC[C@H](C)N.COC[C@H](C)N.CO.CO
Frontier orbital gap in Ha: 0.3437

Geometry (Å):
C 0.24 1.22 -9.03
O 0.76 1.60 -10.28
C 0.21 0.93 -11.31
C 0.92 1.46 -12.54
C 0.21 1.18 -13.84
N 2.31 0.95 -12.69
H -0.84 1.08 -8.98
H 0.57 1.89 -8.24
H 0.62 0.20 -8.90
H 0.51 -0.12 -11.30
H -0.87 1.01 -11.41
H 1.09 2.54 -12.58
H 0.67 1.66 -14.70
H -0.79 1.60 -13.92
H 0.21 0.09 -13.91
H 2.46 -0.05 -12.59
H 2.71 1.29 -11.82
C -0.02 2.29 -0.87
O 0.24 0.89 -1.18
C -0.82 0.00 -1.53
C -1.51 -0.77 -0.33
C -0.83 -2.09 0.04
N -2.85 -1.08 -0.32
H 0.91 2.73 -0.51
H -0.76 2.43 -0.09
H -0.44 2.81 -1.73
H -1.61 0.72 -1.75
H -0.58 -0.54 -2.45
H -1.28 -0.21 0.57
H -0.31 -2.06 0.99
H -0.06 -2.38 -0.69
H -1.39 -3.00 0.24
H -3.05 -1.69 -1.10
H -2.91 -1.59 0.55
C -2.68 0.96 6.82
O -2.84 -0.39 6.47
C -3.04 -1.25 7.55
C -3.42 -2.69 7.01
C -2.19 -3.55 6.64
N -4.34 -2.44 5.87
H -1.93 1.16 7.59
H -3.67 1.25 7.17
H -2.52 1.61 5.95
H -2.18 -1.33 8.21
H -3.90 -0.89 8.13
H -4.04 -3.35 7.61
H -2.41 -4.61 6.47
H -1.58 -3.58 7.53
H -1.77 -3.11 5.73
H -4.04 -1.52 5.57
H -5.30 -2.33 6.18
C 3.05 -0.17 4.67
O 3.62 -0.53 5.92
C 2.86 -0.17 7.02
C 3.36 -0.84 8.38
C 2.70 -0.23 9.67
N 4.76 -0.53 8.37
H 1.97 -0.28 4.63
H 3.48 -0.67 3.80
H 3.11 0.90 4.46
H 2.82 0.92 7.11
H 1.85 -0.52 6.81
H 3.21 -1.92 8.40
H 2.76 0.86 9.77
H 3.05 -0.61 10.63
H 1.64 -0.51 9.61
H 4.88 0.47 8.36
H 4.91 -0.76 7.40
C 1.72 8.31 3.45
O 2.41 7.93 4.55
C 1.82 8.21 5.79
C 2.72 7.98 7.03
C 2.87 6.56 7.50
N 2.17 8.70 8.19
H 2.37 8.10 2.61
H 1.74 9.40 3.42
H 0.73 7.89 3.26
H 1.49 9.24 5.86
H 0.96 7.55 5.80
H 3.69 8.45 6.86
H 3.55 5.96 6.89
H 1.94 5.99 7.45
H 3.14 6.52 8.55
H 2.25 9.68 7.98
H 2.68 8.64 9.06
C -0.11 -5.91 -4.90
O 1.24 -5.49 -5.08
C 2.03 -6.50 -5.60
C 3.49 -6.16 -5.40
C 3.81 -4.72 -5.73
N 4.48 -6.99 -6.12
H -0.69 -5.03 -4.62
H -0.16 -6.52 -4.00
H -0.49 -6.58 -5.68
H 1.98 -7.48 -5.13
H 1.78 -6.55 -6.66
H 3.76 -6.20 -4.34
H 3.40 -4.01 -5.01
H 3.49 -4.40 -6.72
H 4.89 -4.61 -5.61
H 4.55 -7.85 -5.60
H 5.40 -6.55 -6.09
C -7.78 -3.72 -3.89
O -6.71 -4.55 -3.81
H -8.69 -4.29 -4.05
H -7.92 -3.03 -3.06
H -7.53 -3.18 -4.81
H -6.73 -4.89 -2.91
C -5.28 0.93 -4.15
O -5.51 1.66 -2.94
H -6.18 0.60 -4.65
H -4.75 1.49 -4.92
H -4.79 -0.01 -3.88
H -5.13 1.14 -2.23

=====

<b>
8 unconnected molecules or ions with the total composition C26H74N6O8. Source: the OMol25 dataset; level of theory: wB97M-V/def2-TZVPD.

Summary:
Net charge: 0
Multiplicity: 1
E_HOMO in eV: -8.48
SMILES: COC[C@H](C)N.COC[C@H](C)N.COC[C@H](C)N.COC[C@H](C)N.COC[C@H](C)N.COC[C@H](C)N.CO.CO
Frontier orbital gap in Ha: 0.3305

Geometry (Å):
C 12.30 28.74 40.23
O 11.13 27.89 40.24
C 11.25 26.62 39.77
C 9.94 25.93 39.73
C 9.30 25.87 41.11
N 10.17 24.53 39.24
H 12.21 29.54 41.04
H 12.34 29.05 39.21
H 13.10 28.10 40.50
H 11.76 26.46 38.73
H 11.99 25.98 40.14
H 9.39 26.32 39.10
H 8.26 25.88 40.81
H 9.45 26.84 41.64
H 9.53 24.84 41.57
H 11.14 24.29 39.63
H 10.19 24.32 38.28
C 1.64 22.47 42.53
O 2.92 23.04 42.51
C 3.02 24.34 42.96
C 2.43 25.40 42.05
C 3.05 25.26 40.57
N 2.77 26.69 42.42
H 1.40 22.48 43.84
H 1.77 21.40 42.20
H 1.02 22.77 41.75
H 2.68 24.32 43.96
H 4.04 24.50 42.91
H 1.49 25.17 42.17
H 4.03 25.49 40.53
H 2.58 25.87 39.83
H 3.05 24.32 40.18
H 3.80 26.80 42.40
H 2.36 26.62 43.26
C 8.91 28.47 46.06
O 9.98 28.49 45.13
C 11.15 27.88 45.77
C 12.47 27.78 44.74
C 12.39 26.81 43.64
N 13.56 27.44 45.68
H 9.12 28.78 47.02
H 8.44 27.57 46.11
H 8.14 29.20 45.47
H 11.30 28.19 46.81
H 10.79 26.79 45.84
H 12.54 28.85 44.41
H 12.40 25.77 44.04
H 13.38 26.86 43.03
H 11.62 26.82 42.88
H 14.36 27.56 45.03
H 13.64 26.56 45.84
C 5.89 28.63 39.83
O 6.34 29.03 40.98
C 7.63 29.53 40.84
C 8.37 29.56 42.19
C 7.94 30.66 43.17
N 9.75 29.80 41.96
H 6.54 27.83 39.42
H 5.70 29.62 39.14
H 4.82 28.23 39.66
H 8.23 28.78 40.27
H 7.48 30.49 40.33
H 8.17 28.75 42.82
H 7.90 31.48 42.51
H 8.46 30.87 44.07
H 6.98 30.61 43.56
H 10.15 29.59 42.79
H 9.99 28.89 41.35
C 4.72 24.52 47.20
O 5.98 24.06 46.67
C 5.70 22.90 45.88
C 6.89 22.10 45.32
C 8.07 23.00 44.80
N 6.53 21.17 44.23
H 4.33 23.59 47.85
H 3.90 25.02 46.57
H 5.04 25.19 47.76
H 4.98 22.17 46.26
H 5.22 23.28 44.82
H 7.15 21.53 46.15
H 8.82 22.31 44.40
H 8.52 23.70 45.43
H 7.68 23.54 43.78
H 6.63 21.65 43.22
H 5.85 20.39 44.28
C 5.88 22.45 41.38
O 6.74 22.08 40.27
C 7.95 21.56 40.65
C 8.89 21.10 39.59
C 8.27 19.93 38.76
N 10.01 20.42 40.22
H 6.27 23.17 41.99
H 5.60 21.34 41.97
H 5.15 22.84 40.96
H 8.40 22.25 41.23
H 7.78 20.79 41.36
H 9.10 22.09 39.20
H 8.84 19.76 38.01
H 7.41 20.28 38.37
H 7.81 19.19 39.46
H 9.74 19.94 41.07
H 10.68 21.28 40.31
C 6.62 26.62 43.96
O 5.72 27.08 42.93
H 6.16 26.83 44.86
H 7.64 27.13 43.92
H 6.81 25.60 43.49
H 6.26 27.31 42.03
C 4.33 28.86 46.01
O 5.51 28.81 46.70
H 3.62 28.37 46.50
H 4.58 28.40 45.02
H 3.86 29.96 45.88
H 5.41 28.99 47.55

=====

Which of them is the most stable? Correct choice: <a>.

=====

<a>
A molecular structure, C6H35NO12. Source: the OMol25 dataset; level of theory: wB97M-V/def2-TZVPD.

Summary:
Net charge: 0
Multiplicity: 1
E_HOMO in eV: -9.41
Frontier orbital gap in Ha: 0.3416

Geometry (Å):
C 1.23 0.56 -0.75
N 0.54 1.22 0.36
C 0.07 2.55 0.04
C -1.02 2.96 0.99
O -1.25 2.37 2.02
C 2.25 -0.45 -0.26
C 1.01 -2.65 -0.59
C 1.61 -1.67 0.41
H 1.72 1.34 -1.35
H 0.53 0.11 -1.46
H -0.23 0.65 0.70
H -0.29 2.71 -0.99
H 0.92 3.24 0.14
H -1.58 3.88 0.73
H 2.90 -0.81 -1.07
H 2.90 0.03 0.48
H 1.75 -3.04 -1.28
H 0.15 -2.22 -1.11
H 0.59 -3.52 -0.07
H 2.35 -2.20 1.02
H 0.87 -1.35 1.15
H 1.52 1.43 1.15
H 3.03 1.22 1.28
O 2.28 1.59 1.74
H -2.85 1.59 -3.66
H -1.31 1.39 -3.44
O -2.20 1.22 -3.06
H 0.49 1.72 -4.95
H 0.40 0.38 -4.11
O 0.28 1.36 -4.08
H -2.01 -1.22 -0.50
H -1.93 -1.15 1.07
O -2.27 -0.72 0.28
H -1.30 -0.13 3.33
H -1.18 1.39 3.03
O -1.11 0.73 3.75
H 1.32 -1.34 3.79
H 1.92 -2.55 2.95
O 1.16 -2.27 3.46
H -1.89 -2.37 3.09
H -0.41 -2.01 2.85
O -1.34 -1.76 2.59
H -2.59 1.72 -1.35
H -2.67 1.01 -0.01
O -2.75 1.89 -0.41
H -2.60 -1.92 -2.89
H -2.04 -0.48 -2.65
O -1.85 -1.44 -2.55
H -0.44 -1.50 -3.56
H 1.06 -1.76 -3.64
O 0.34 -1.36 -4.14
H 1.83 0.81 3.31
H 0.56 0.51 4.12
O 1.52 0.29 4.08

=====

<b>
12 unconnected molecules or ions with the total composition C6H35NO12. Source: the OMol25 dataset; level of theory: wB97M-V/def2-TZVPD.

Summary:
Net charge: 0
Multiplicity: 1
E_HOMO in eV: -9.48
SMILES: C=CC[C@H](CO)NC.O.O.O.O.O.O.O.O.O.O.O
Frontier orbital gap in Ha: 0.3539

Geometry (Å):
C 2.94 0.75 0.25
C 1.95 0.34 -0.46
C 0.87 -0.61 -0.18
C -0.41 -0.16 -0.93
C -1.69 -0.34 -0.02
O -2.11 1.03 0.23
N -0.30 -0.70 -2.35
C -1.61 -0.48 -3.08
H 3.72 1.43 -0.09
H 3.18 0.38 1.28
H 2.03 0.48 -1.68
H 1.05 -1.65 -0.61
H 0.94 -0.84 0.90
H -0.62 0.98 -1.01
H -1.29 -0.89 0.83
H -2.47 -0.83 -0.55
H -2.14 1.20 1.19
H -0.15 -1.75 -2.25
H -1.65 -1.08 -4.13
H -2.51 -0.90 -2.56
H -1.82 0.59 -3.31
O -2.71 1.28 2.84
H -3.12 2.09 3.22
H -2.37 0.74 3.56
O -0.10 1.84 2.96
H 0.23 2.58 2.48
H -1.08 1.66 2.75
O -3.53 3.36 1.27
H -3.05 3.77 0.57
H -3.66 2.44 1.00
O 0.91 -3.52 -0.06
H 1.47 -3.47 0.81
H 0.63 -4.53 -0.12
O 2.59 -2.53 -2.67
H 2.57 -1.86 -2.06
H 2.37 -3.24 -2.19
O 0.57 3.54 -1.74
H 1.21 3.03 -2.38
H -0.06 2.94 -1.53
O 2.34 -3.45 2.18
H 3.21 -3.07 2.25
H 1.76 -2.81 2.61
O 0.62 3.64 1.17
H 0.36 4.36 0.65
H 0.94 3.03 0.48
O 0.69 -0.64 3.96
H 1.19 -0.22 4.63
H 0.28 0.12 3.36
O 1.15 1.42 -3.57
H 0.81 0.62 -3.24
H 1.80 1.27 -4.15
O -1.76 -4.11 -0.26
H -1.71 -3.28 -0.65
H -2.47 -3.94 0.41

=====

Which of them is the most stable? Correct choice: <a>.

=====

<a>
2 unconnected molecules or ions with the total composition C10H16S. Source: the OMol25 dataset; level of theory: wB97M-V/def2-TZVPD.

Summary:
Net charge: 0
Multiplicity: 1
E_HOMO in eV: -8.23
SMILES: Cc1ccccc1.CCSC
Frontier orbital gap in Ha: 0.3303

Geometry (Å):
C 2.33 -0.72 -1.44
C 0.96 -0.74 -1.96
C 0.40 0.38 -2.59
C -0.97 0.37 -2.73
C -1.87 -0.55 -2.29
C -1.23 -1.82 -1.87
C 0.14 -1.90 -1.62
H 2.53 0.11 -0.75
H 3.12 -0.57 -2.22
H 2.54 -1.67 -0.95
H 1.01 1.31 -2.76
H -1.48 1.19 -3.24
H -2.95 -0.41 -2.31
H -1.83 -2.71 -1.84
H 0.49 -2.75 -0.95
C 0.01 -0.52 3.15
C -1.25 0.04 2.42
S -1.43 1.80 1.98
C 0.30 2.73 1.83
H 0.94 0.07 3.00
H 0.26 -1.48 2.80
H -0.19 -0.42 4.18
H -1.33 -0.56 1.49
H -1.96 0.15 3.27
H 0.90 2.21 2.49
H 0.53 2.60 0.71
H 0.01 3.84 2.18

=====

<b>
2 unconnected molecules or ions with the total composition C10H16S. Source: the OMol25 dataset; level of theory: wB97M-V/def2-TZVPD.

Summary:
Net charge: 0
Multiplicity: 1
E_HOMO in eV: -8.24
SMILES: Cc1ccccc1.CCSC
Frontier orbital gap in Ha: 0.3374

Geometry (Å):
C -3.07 -0.82 -1.02
C -1.60 -0.85 -1.57
C -0.59 -1.31 -0.76
C 0.69 -1.08 -1.24
C 0.92 -0.40 -2.46
C -0.16 0.04 -3.23
C -1.46 -0.19 -2.83
H -3.76 -0.41 -1.68
H -3.19 -0.20 -0.14
H -3.43 -1.70 -0.79
H -0.83 -1.97 0.07
H 1.59 -1.44 -0.71
H 1.87 -0.32 -2.74
H 0.01 0.66 -4.16
H -2.48 -0.05 -3.42
C -0.61 0.69 2.51
C 0.76 1.48 2.58
S 1.73 1.25 1.08
C 3.33 0.52 1.63
H -1.32 0.99 3.31
H -0.35 -0.39 2.67
H -1.30 0.90 1.71
H 0.66 2.57 2.78
H 1.38 1.08 3.50
H 4.21 1.12 1.17
H 3.51 0.37 2.55
H 3.50 -0.55 1.17

=====

Which of them is the most stable? Correct choice: <b>.